1.
{
  "formula": "C29H57Cl14FN3O5P2",
  "method": "ωB97M-V/def2-TZVPD",
  "symbols": ["C", "C", "C", "O", "O", "C", "C", "C", "C", "C", "C", "N", "C", "C", "C", "C", "C", "F", "N", "C", "N", "P", "P", "O", "O", "O", "H", "H", "H", "H", "H", "H", "H", "H", "H", "H", "H", "H", "H", "H", "H", "H", "H", "H", "H", "H", "H", "H", "H", "H", "H", "H", "H", "H", "H", "Cl", "C", "C", "Cl", "H", "H", "H", "H", "Cl", "C", "C", "Cl", "H", "H", "H", "H", "Cl", "C", "C", "Cl", "H", "H", "H", "H", "Cl", "C", "C", "Cl", "H", "H", "H", "H", "Cl", "C", "C", "Cl", "H", "H", "H", "H", "Cl", "C", "C", "Cl", "H", "H", "H", "H", "Cl", "C", "C", "Cl", "H", "H", "H", "H"],
  "xyz": [[-0.17156, 3.72494, 2.50640], [-0.07897, 4.91467, 1.91134], [0.49108, 5.06439, 0.54163], [1.41362, 4.38331, 0.11645], [-0.13447, 6.02789, -0.16832], [-0.39652, 5.66280, -1.53125], [-1.17009, 4.35963, -1.65339], [-2.47386, 4.33928, -0.83048], [-3.73910, 3.88527, -1.58667], [-3.54974, 2.73639, -2.58692], [-2.87175, 1.50943, -1.97862], [-1.43742, 1.39329, -2.28386], [-0.98125, 1.44522, -3.69568], [-0.04090, 0.20858, -3.78645], [1.44105, 0.56686, -3.73743], [2.33660, -0.68644, -3.71671], [3.13359, -0.89488, -2.42152], [3.05821, 0.17741, -1.54789], [-0.53536, -0.59154, -2.65334], [-0.75148, 0.36287, -1.71084], [-0.38274, 0.35330, -0.44842], [0.50764, -1.00847, 0.21466], [-1.11680, -2.41845, 0.64927], [-1.96257, -2.49575, -0.54656], [-0.45738, -3.80007, 1.03210], [-1.95780, -1.91548, 1.90727], [0.58968, 2.97334, 2.32138], [-0.96439, 3.50704, 3.20740], [-0.44911, 5.81859, 2.38248], [0.50441, 5.56507, -2.12773], [-1.01072, 6.44615, -1.96295], [-0.55222, 3.52712, -1.32002], [-1.31968, 4.18896, -2.71932], [-2.61777, 5.34374, -0.42262], [-2.36375, 3.67168, 0.02694], [-4.23746, 4.73929, -2.03807], [-4.44194, 3.51816, -0.83305], [-4.54630, 2.42390, -2.89715], [-3.06909, 3.11586, -3.48748], [-3.40551, 0.58515, -2.21463], [-2.96028, 1.61445, -0.89414], [-1.75386, 1.59938, -4.43608], [-0.28632, 2.28867, -3.71869], [-0.19739, -0.25247, -4.76238], [1.61297, 1.26002, -2.90975], [1.64963, 1.13327, -4.64435], [1.66009, -1.55396, -3.82641], [2.98078, -0.71397, -4.58984], [4.17768, -1.08507, -2.66075], [2.77914, -1.78127, -1.89547], [0.16429, -1.28814, -2.39649], [-0.62813, 1.17656, 0.08970], [1.01529, -0.52169, 1.43517], [-0.67086, -4.44873, 0.33550], [-1.59089, -1.09344, 2.26300], [1.01338, -3.44759, -3.01023], [-0.11559, -4.50291, -3.91796], [0.30822, -5.94177, -3.84999], [1.81489, -6.25597, -4.75040], [-0.17446, -4.13287, -4.93850], [-1.09573, -4.39120, -3.45439], [-0.46278, -6.57376, -4.28790], [0.45102, -6.22921, -2.80885], [-0.65932, -9.91595, -1.61011], [0.37320, -8.99873, -0.48157], [-0.38161, -7.88687, 0.19161], [-0.82932, -6.59057, -0.96492], [1.22957, -8.62607, -1.03959], [0.73075, -9.69722, 0.27340], [0.23918, -7.43059, 0.95761], [-1.29535, -8.24546, 0.65790], [1.89158, -10.36859, 2.31592], [2.96467, -9.52885, 3.47417], [2.28804, -8.38364, 4.18018], [1.94092, -7.02066, 3.07786], [3.84410, -9.19519, 2.92932], [3.27362, -10.27410, 4.20469], [2.93957, -7.99762, 4.95753], [1.35138, -8.69249, 4.63736], [6.47419, -4.21524, 6.42454], [5.81228, -4.83654, 4.89360], [4.32207, -4.63404, 4.79484], [3.42448, -5.65145, 5.95133], [6.07657, -5.88828, 4.81552], [6.30788, -4.29530, 4.08924], [3.97710, -4.91047, 3.79894], [4.04854, -3.59822, 4.97951], [-1.71108, 0.55632, 4.06987], [-1.28486, -0.60684, 5.36391], [-0.72659, 0.08728, 6.57762], [0.87209, 0.80335, 6.25559], [-0.57686, -1.32214, 4.95351], [-2.19846, -1.13794, 5.62386], [-0.59915, -0.63459, 7.38212], [-1.38698, 0.87777, 6.92493], [1.24081, 8.03678, -2.99518], [2.38737, 8.20877, -1.63850], [2.89664, 9.62005, -1.50082], [3.95306, 10.08799, -2.85593], [3.20083, 7.50532, -1.79663], [1.85239, 7.91932, -0.73465], [3.48846, 9.70653, -0.59106], [2.07897, 10.33452, -1.44976], [-4.06348, 6.14230, 1.25610], [-5.13662, 7.54762, 0.99463], [-6.00538, 7.38820, -0.22439], [-5.05596, 7.45049, -1.73324], [-4.51251, 8.43435, 0.92194], [-5.76013, 7.63690, 1.88247], [-6.72399, 8.20445, -0.26931], [-6.55189, 6.44851, -0.20665]],
  "lowdin_charge": [0.040, -0.057, -0.493, 0.097, -0.009, -0.205, -0.171, -0.221, -0.202, -0.173, -0.123, -0.043, -0.043, -0.267, -0.135, -0.179, -0.220, -0.078, 0.161, -0.401, -0.083, 0.937, 0.230, -0.307, -0.161, -0.166, 0.071, 0.048, 0.114, 0.090, 0.116, 0.088, 0.108, 0.019, 0.095, 0.071, 0.108, 0.116, 0.101, 0.134, 0.120, 0.131, 0.117, 0.153, 0.119, 0.127, -0.007, 0.116, 0.120, 0.054, 0.016, 0.127, -0.055, 0.010, -0.034, 0.676, -0.585, -0.710, 0.557, 0.079, 0.079, 0.084, -0.038, 0.557, -0.669, -0.601, 0.650, 0.076, -0.017, 0.016, 0.080, 0.600, -0.630, -0.647, 0.563, 0.072, 0.078, 0.012, 0.077, 0.550, -0.667, -0.654, 0.570, 0.068, 0.074, 0.045, 0.068, 0.576, -0.626, -0.657, 0.548, 0.071, 0.083, 0.079, 0.072, 0.588, -0.641, -0.665, 0.545, 0.075, 0.066, 0.074, 0.069, 0.620, -0.628, -0.642, 0.566, 0.072, 0.075, 0.076, 0.071],
  "total_charge": 1,
  "homo_lumo_gap_ev": 9.53
}

2.
{
  "formula": "C29H57Cl44N5O5P",
  "method": "ωB97M-V/def2-TZVPD",
  "symbols": ["C", "C", "O", "N", "C", "C", "O", "C", "N", "C", "N", "C", "O", "O", "P", "O", "N", "N", "H", "H", "H", "H", "H", "H", "H", "H", "H", "H", "H", "H", "H", "C", "Cl", "Cl", "H", "H", "C", "Cl", "Cl", "H", "H", "C", "Cl", "Cl", "H", "H", "C", "Cl", "Cl", "H", "H", "C", "Cl", "Cl", "H", "H", "C", "Cl", "Cl", "H", "H", "C", "Cl", "Cl", "H", "H", "C", "Cl", "Cl", "H", "H", "C", "Cl", "Cl", "H", "H", "C", "Cl", "Cl", "H", "H", "C", "Cl", "Cl", "H", "H", "C", "Cl", "Cl", "H", "H", "C", "Cl", "Cl", "H", "H", "C", "Cl", "Cl", "H", "H", "C", "Cl", "Cl", "H", "H", "C", "Cl", "Cl", "H", "H", "C", "Cl", "Cl", "H", "H", "C", "Cl", "Cl", "H", "H", "C", "Cl", "Cl", "H", "H", "C", "Cl", "Cl", "H", "H", "C", "Cl", "Cl", "H", "H", "C", "Cl", "Cl", "H", "H"],
  "xyz": [[8.74092, 3.50693, -0.32959], [7.38994, 2.89113, -0.22225], [7.08962, 2.07771, 0.59257], [6.30403, 3.33621, -1.19168], [6.32535, 2.30228, -2.29176], [6.84269, 2.77916, -3.61186], [5.98367, 1.18728, -2.07366], [5.09889, 3.31240, -0.53349], [3.99143, 2.67719, -0.91726], [3.07854, 2.89756, 0.00143], [1.82680, 2.37799, -0.03337], [1.51117, 1.50080, -1.19608], [1.24333, 2.20929, -2.35146], [0.02767, 2.92141, -2.22577], [0.60134, 2.58323, 1.13728], [-0.70998, 2.92286, 0.57633], [3.57733, 3.70370, 0.97574], [4.85868, 3.96712, 0.60409], [9.42791, 2.88030, -0.90134], [8.74120, 4.51774, -0.72992], [9.13882, 3.54604, 0.68394], [6.09398, 3.39268, -4.11471], [7.75575, 3.35452, -3.45258], [7.04243, 1.90936, -4.23213], [2.38929, 0.89880, -1.41911], [0.69173, 0.84359, -0.89477], [0.21918, 3.70930, -1.68981], [1.05544, 3.54976, 2.05793], [0.55182, 1.36257, 1.82872], [3.14797, 4.07366, 1.80736], [5.48364, 4.55628, 1.13422], [6.35428, -1.43565, -3.78708], [5.79843, -3.10493, -3.88098], [7.37861, -0.98037, -5.15971], [5.48866, -0.78502, -3.77433], [6.92722, -1.31992, -2.87587], [-3.62489, 1.71211, 1.33338], [-4.99414, 1.04282, 0.44274], [-2.89833, 0.52537, 2.43698], [-2.86260, 2.02004, 0.62726], [-3.97076, 2.55565, 1.91238], [1.37579, 4.36086, -4.63884], [0.56244, 5.49384, -5.71067], [2.03423, 5.13873, -3.17874], [0.66110, 3.61227, -4.32527], [2.19749, 3.90108, -5.17536], [-1.90044, 0.92922, -3.96947], [-3.16938, 1.39069, -5.10108], [-2.43409, -0.28431, -2.79345], [-1.06673, 0.52639, -4.52827], [-1.60234, 1.81301, -3.42549], [1.34326, -0.26388, -7.30512], [2.40151, -1.52096, -6.66269], [1.14314, 1.07538, -6.15987], [1.77835, 0.12958, -8.21576], [0.36758, -0.69273, -7.50141], [4.85301, -3.97715, -0.19645], [4.86664, -2.26659, -0.65761], [5.90156, -4.29108, 1.19184], [3.83976, -4.25819, 0.06530], [5.20745, -4.56027, -1.03573], [-7.83492, -1.61395, -0.31782], [-8.94656, -2.67430, -1.20003], [-7.85924, 0.03945, -0.95450], [-8.13060, -1.59582, 0.72131], [-6.82979, -2.00676, -0.42134], [4.65889, -7.56614, -2.93003], [4.70590, -5.84337, -3.32714], [5.62086, -7.91278, -1.48903], [3.63055, -7.84951, -2.73690], [5.05872, -8.12656, -3.76642], [8.15624, 7.50630, -0.24258], [9.58222, 6.93434, -1.11163], [6.69253, 6.63702, -0.74628], [8.30508, 7.34598, 0.81845], [8.02097, 8.56032, -0.45232], [-4.51285, -1.77421, 5.08836], [-5.91702, -2.51364, 4.32259], [-3.70530, -2.88349, 6.20962], [-3.80655, -1.49236, 4.31801], [-4.83654, -0.90140, 5.64284], [9.17753, -2.15397, -0.45891], [8.19031, -0.68605, -0.60440], [8.52734, -3.47336, -1.43737], [10.18086, -1.92843, -0.80182], [9.18866, -2.46721, 0.58307], [-4.89982, 5.01789, 0.00007], [-5.49685, 4.61591, 1.62178], [-5.78476, 6.36980, -0.70481], [-3.85354, 5.29146, 0.07815], [-5.02277, 4.14606, -0.63457], [-8.96049, -0.01037, 3.69168], [-9.62323, -1.64569, 3.59450], [-7.67895, 0.24204, 2.49987], [-9.75798, 0.69761, 3.50034], [-8.54802, 0.14004, 4.68249], [9.72773, -3.46585, 4.04930], [10.17301, -3.62232, 2.33997], [11.06120, -3.89334, 5.11961], [9.44758, -2.43625, 4.23608], [8.89490, -4.13047, 4.24517], [-7.60292, -6.06818, 5.66556], [-8.07782, -6.44994, 7.32577], [-8.54993, -4.73203, 4.99945], [-6.55617, -5.78631, 5.66002], [-7.76153, -6.94318, 5.05023], [-8.87894, 3.76575, -2.61498], [-8.17992, 3.57390, -4.22535], [-7.75417, 3.26972, -1.34345], [-9.12699, 4.80988, -2.46666], [-9.76606, 3.14756, -2.54538], [-2.30729, 3.85293, -8.44366], [-1.28379, 2.54522, -7.82759], [-2.44809, 5.13191, -7.23191], [-1.85164, 4.25892, -9.33876], [-3.29435, 3.46354, -8.66313], [-4.51025, 8.04494, 2.91103], [-5.06028, 8.24763, 4.57600], [-2.87039, 8.67414, 2.67345], [-4.50631, 6.98868, 2.67502], [-5.18413, 8.57990, 2.25279], [-6.45222, -9.99420, 4.48371], [-7.46578, -9.22953, 3.25372], [-5.75947, -8.80699, 5.59716], [-7.06109, -10.68483, 5.05451], [-5.64288, -10.51789, 3.98980], [-12.06015, -3.46833, 1.18061], [-13.44041, -4.10391, 0.27727], [-11.40801, -4.65262, 2.31977], [-11.27920, -3.20138, 0.47813], [-12.38375, -2.59803, 1.73921], [-1.31364, -3.74603, 9.23234], [-1.73517, -3.45438, 10.92148], [0.28133, -3.09453, 8.82743], [-1.30455, -4.81496, 9.05620], [-2.05188, -3.26398, 8.60301], [1.97679, -7.26306, 1.68552], [2.91368, -7.79830, 0.28450], [1.81834, -5.50227, 1.75826], [0.98368, -7.69146, 1.62376], [2.48261, -7.59984, 2.58215]],
  "lowdin_charge": [0.017, -0.421, 0.128, 0.116, -0.408, 0.047, 0.126, -0.308, 0.260, -0.327, -0.115, -0.180, -0.136, -0.069, 0.732, -0.370, 0.160, 0.160, 0.110, 0.002, 0.106, 0.104, 0.096, 0.069, 0.146, 0.141, 0.068, 0.027, 0.044, 0.159, 0.171, -1.062, 0.474, 0.526, 0.014, -0.065, -1.027, 0.500, 0.518, -0.008, -0.036, -1.020, 0.538, 0.531, -0.009, 0.018, -1.043, 0.517, 0.511, -0.024, -0.007, -1.003, 0.524, 0.507, 0.031, 0.031, -1.024, 0.495, 0.498, -0.016, -0.046, -1.022, 0.529, 0.452, -0.045, 0.030, -0.992, 0.506, 0.495, 0.012, 0.029, -0.981, 0.558, 0.527, 0.030, 0.032, -1.023, 0.510, 0.518, -0.022, 0.029, -1.002, 0.551, 0.538, 0.032, -0.083, -1.018, 0.548, 0.524, 0.028, -0.007, -0.985, 0.508, 0.511, 0.029, 0.027, -1.005, 0.567, 0.524, 0.026, 0.026, -1.066, 0.501, 0.474, 0.010, -0.044, -1.001, 0.512, 0.492, 0.026, 0.028, -0.994, 0.462, 0.487, 0.027, 0.029, -1.043, 0.513, 0.485, -0.037, 0.026, -0.997, 0.525, 0.538, 0.028, 0.024, -1.044, 0.509, 0.487, -0.024, 0.017, -1.038, 0.509, 0.489, 0.026, -0.023, -1.001, 0.509, 0.514, 0.026, 0.028],
  "total_charge": 1,
  "homo_lumo_gap_ev": 8.41
}

Q: Which maximum force values were calculated for the entries above? A: 2.468, 1.300, in eV/A.